# C5H6O

An isolated molecule of C5H6O (ωB97M-V with the def2-TZVPD basis set, OMol25).

The geometry in XYZ format:
```
12
Properties=species:S:1:pos:R:3:forces:R:3:lowdin_charge:R:1
C 2.46240 -0.64611 -0.25483 -0.4 0.1 0.1 0.12
C 1.34862 -0.37065 0.11138 0.4 -0.1 -0.1 -0.11
C -0.00141 -0.03388 0.54065 0.0 0.0 0.1 -0.26
C -1.18303 -0.70573 -0.19061 0.0 -0.4 0.0 -0.15
O -1.79699 0.55934 -0.45767 -0.1 0.1 -0.1 -0.11
C -0.63700 1.26409 -0.00114 0.2 0.3 0.1 -0.15
H 3.44948 -0.89480 -0.57654 -0.2 0.0 0.1 0.03
H -0.08782 -0.11236 1.62824 0.0 0.0 -0.2 0.14
H -0.89214 -1.22827 -1.11025 0.0 0.1 0.1 0.12
H -1.82428 -1.35085 0.41882 0.1 0.1 -0.1 0.12
H -0.88846 2.02737 0.74338 0.1 -0.1 -0.1 0.12
H -0.07110 1.71486 -0.82603 -0.1 -0.1 0.1 0.12
```
Forces are in eV/Å.

Computed properties:
* lowest unoccupied orbital energy: 0.0382 Ha
* frontier orbital gap: 10.95 eV
* maximum force: 0.009 hartree/bohr
* HOMO energy: -9.915 eV
* 2S+1: 1
* energy above the lowest of the compared OMol25 structures with the same formula, charge and spin: 264.1 kJ/mol